Record 1
DFT (the ωB97M-V functional and the def2-TZVPD basis) results for one molecule with the formula C6H9NO.

Last column: Mulliken charge in e.
Element x y z (Å)
H  -0.036  0.074  -4.050  0.2492
N  -0.531  0.041  -3.150  -0.5799
C  0.284  0.041  -2.162  -0.2558
C  -0.323  0.002  -0.545  0.2991
C  -1.529  0.551  -0.486  -0.8244
C  0.715  -0.650  0.218  0.0244
O  1.939  0.015  0.245  -0.5325
C  0.132  -0.734  1.808  -0.2042
C  -0.205  0.230  2.660  -0.7583
H  1.373  0.132  -2.335  0.3414
H  -2.119  0.620  0.415  0.3403
H  -1.987  0.905  -1.411  0.3208
H  0.858  -1.689  -0.087  0.3858
H  1.783  0.909  0.592  0.4019
H  0.264  -1.738  2.218  0.2508
H  -0.350  1.256  2.340  0.2755
H  -0.268  0.033  3.730  0.2659

Properties
Kohn-Sham gap ... 10.27 eV
LUMO level ... 0.865 eV
Energy above the lowest of the compared OMol25 structures with the same formula, charge and spin ... 347.3 kJ/mol
F_max ... 6.478 eV Å⁻¹
E_tot ... -363.8920 Eh
Structure (SMILES) ... [H]/N=C/C(=C)[C@@H](O)C=C

---

Record 2
DFT (the ωB97M-V functional and the def2-TZVPD basis) results for C30H22CoFN4O7 as an isolated structure.

Last column: Mulliken spin population.
Element x y z (Å)
Co  0.107  1.002  2.358  3.1228
O  -3.932  0.384  2.511  0.0323
C  -2.787  0.562  2.152  0.0211
O  -1.723  0.457  2.834  0.1620
C  -2.516  0.934  0.686  -0.0162
C  -3.544  0.830  -0.267  0.0043
C  -3.241  1.100  -1.571  -0.0024
C  -1.934  1.516  -1.909  0.0094
C  -1.554  1.842  -3.226  -0.0004
C  -0.290  2.285  -3.500  0.0006
C  0.653  2.409  -2.468  -0.0030
C  0.332  2.077  -1.178  -0.0040
C  -0.967  1.623  -0.869  0.0072
N  -1.296  1.304  0.403  0.0541
H  -4.527  0.541  0.071  0.0015
H  -3.983  1.010  -2.352  0.0006
H  -2.291  1.746  -4.010  0.0000
H  -0.007  2.544  -4.509  0.0001
H  1.646  2.763  -2.699  0.0002
H  1.042  2.143  -0.368  -0.0040
C  0.663  -6.270  1.326  0.0000
C  1.452  -5.544  0.241  -0.0002
C  0.966  -5.985  -1.137  0.0000
C  1.793  -5.297  -2.210  0.0003
C  1.701  -3.811  -2.040  0.0012
C  1.845  -2.977  -3.128  -0.0005
C  1.785  -1.598  -2.958  0.0008
F  1.947  -0.806  -4.036  0.0000
C  1.568  -1.039  -1.727  0.0027
C  1.409  -1.866  -0.609  0.0049
C  1.203  -1.246  0.699  -0.0003
O  1.108  -0.001  0.801  0.0490
C  1.140  -2.167  1.780  0.0003
C  1.225  -3.509  1.558  0.0027
N  1.350  -4.082  0.351  0.0024
C  1.479  -3.270  -0.756  0.0004
C  1.030  -1.708  3.241  0.0021
O  1.066  -2.577  4.097  0.0187
O  0.953  -0.461  3.444  0.1080
H  0.641  -7.328  1.083  -0.0001
H  -0.359  -5.904  1.373  0.0001
H  1.120  -6.175  2.305  0.0000
H  2.515  -5.810  0.332  0.0001
H  -0.089  -5.729  -1.254  -0.0001
H  1.067  -7.067  -1.221  0.0000
H  1.453  -5.583  -3.205  0.0000
H  2.838  -5.610  -2.115  0.0000
H  2.004  -3.378  -4.118  0.0000
H  1.511  0.028  -1.603  0.0023
H  1.195  -4.140  2.433  0.0013
O  0.080  2.319  4.001  0.1743
N  -0.112  3.516  3.657  -0.0308
N  0.192  3.792  2.446  0.0597
O  0.699  2.864  1.667  0.2028
C  -0.244  4.998  1.876  -0.0049
C  -0.711  6.031  2.684  0.0053
C  -1.266  7.150  2.090  -0.0052
C  -1.350  7.245  0.708  0.0107
C  -0.855  6.225  -0.089  -0.0053
C  -0.290  5.104  0.490  0.0155
H  -0.639  5.941  3.755  -0.0009
H  -1.649  7.951  2.707  -0.0003
H  -1.801  8.113  0.252  0.0005
H  -0.918  6.292  -1.166  0.0000
H  0.099  4.297  -0.111  -0.0036

Properties
Kohn-Sham gap (spin up / spin down) ... 8.48 / 6.07 eV
LUMO level (spin up / spin down) ... -0.337 / -2.692 eV
Multiplicity ... 5
Energy above the lowest of the compared OMol25 structures with the same formula, charge and spin ... 0.0 kJ/mol
F_max ... 1.917 eV Å⁻¹
E_tot ... -3384.7374 Eh

---

Record 3
DFT (the ωB97M-V functional and the def2-TZVPD basis) results for a 5-piece molecular cluster, C38H36BF5N6O13 overall.

Last column: Mulliken charge in e.
Element x y z (Å)
C  9.410  2.147  3.015  -0.9728
C  9.967  3.386  2.334  -0.2422
O  9.365  4.609  2.767  -0.4677
B  9.673  5.083  4.001  0.6403
O  10.785  4.635  4.703  -0.4914
C  8.759  6.239  4.670  -0.0520
O  9.251  6.582  5.963  -0.5846
O  7.430  5.814  4.889  -0.3829
C  6.470  6.431  4.055  -0.8397
C  5.275  5.483  3.893  -0.3361
N  5.458  4.401  2.941  -0.2921
O  6.577  3.574  3.295  -0.1710
C  6.262  2.786  4.277  0.7184
N  6.108  2.180  5.245  -0.5550
C  4.035  6.281  3.458  0.7904
F  3.706  7.101  4.498  -0.3179
F  4.354  7.081  2.396  -0.3464
C  2.834  5.423  3.122  0.2089
C  2.604  4.958  1.838  -0.3908
C  1.525  4.143  1.536  -1.1089
C  0.652  3.782  2.551  -0.6421
C  0.864  4.270  3.832  0.1041
C  -0.124  3.864  4.898  0.8712
F  -1.396  3.962  4.481  -0.2488
F  -0.009  4.613  6.007  -0.2949
F  0.067  2.579  5.259  -0.2606
C  1.939  5.087  4.132  -0.2783
H  10.088  1.319  2.786  0.3919
H  9.365  2.218  4.101  0.2818
H  8.442  1.859  2.611  0.1834
H  9.746  3.304  1.267  0.2824
H  11.053  3.422  2.409  0.3482
H  10.588  3.889  5.277  0.3227
H  8.770  7.146  4.045  0.3865
H  10.017  7.151  5.837  0.3065
H  6.880  6.643  3.063  0.3927
H  6.133  7.371  4.505  0.4205
H  5.029  5.099  4.887  0.4227
H  5.660  4.775  2.021  0.3067
H  3.292  5.231  1.045  0.3867
H  1.385  3.779  0.529  0.4487
H  -0.185  3.126  2.350  0.5060
H  2.081  5.453  5.139  0.5740
O  -3.896  3.006  2.168  -0.6230
N  -3.263  1.977  2.273  1.0971
O  -2.152  1.802  1.806  -0.6464
C  -3.877  0.863  3.011  0.0633
C  -5.154  1.023  3.521  -0.4219
C  -5.735  -0.034  4.199  -0.3964
C  -5.037  -1.227  4.358  -0.5534
C  -3.756  -1.364  3.844  -0.4169
C  -3.165  -0.311  3.163  -0.3174
H  -5.686  1.954  3.392  0.4665
H  -6.733  0.070  4.601  0.3920
H  -5.497  -2.053  4.885  0.3955
H  -3.214  -2.291  3.967  0.4446
H  -2.170  -0.413  2.760  0.5091
O  -2.384  -2.610  1.508  -0.5674
N  -1.726  -2.848  0.511  0.9817
O  -0.582  -3.248  0.520  -0.6067
C  -2.370  -2.626  -0.793  0.0799
C  -3.662  -2.131  -0.823  -0.2775
C  -4.258  -1.904  -2.053  -0.6009
C  -3.563  -2.176  -3.225  -0.4289
C  -2.270  -2.680  -3.173  -0.1742
C  -1.663  -2.908  -1.948  -0.6515
H  -4.193  -1.922  0.094  0.5282
H  -5.264  -1.511  -2.097  0.3864
H  -4.026  -1.993  -4.186  0.4660
H  -1.738  -2.889  -4.088  0.3975
H  -0.657  -3.296  -1.896  0.4653
O  -0.726  -2.722  -7.961  -0.6059
N  -1.518  -3.214  -7.188  1.0376
O  -2.095  -2.599  -6.308  -0.6184
C  -1.804  -4.651  -7.311  0.0022
C  -1.144  -5.385  -8.279  -0.4455
C  -1.406  -6.742  -8.376  -0.4091
C  -2.317  -7.341  -7.516  -0.5854
C  -2.974  -6.585  -6.556  -0.5624
C  -2.718  -5.228  -6.448  -0.1103
H  -0.438  -4.911  -8.945  0.4733
H  -0.896  -7.334  -9.125  0.3814
H  -2.517  -8.401  -7.593  0.3976
H  -3.678  -7.053  -5.889  0.5901
H  -3.224  -4.632  -5.703  0.4237
O  -5.702  -7.817  -6.741  -0.6243
N  -6.277  -6.753  -6.875  1.0742
O  -5.901  -5.854  -7.597  -0.5847
C  -7.511  -6.540  -6.102  0.1709
C  -7.945  -7.533  -5.244  -0.3360
C  -9.097  -7.319  -4.505  -0.4736
C  -9.796  -6.126  -4.635  -0.4180
C  -9.348  -5.144  -5.509  -0.4750
C  -8.195  -5.347  -6.251  -0.3448
H  -7.395  -8.458  -5.149  0.4475
H  -9.448  -8.083  -3.825  0.3705
H  -10.693  -5.960  -4.053  0.3815
H  -9.895  -4.217  -5.611  0.3796
H  -7.838  -4.589  -6.931  0.4544

Properties
Kohn-Sham gap ... 8.60 eV
LUMO level ... -0.875 eV
F_max ... 1.132 eV Å⁻¹
E_tot ... -3300.1194 Eh
Structure (SMILES) ... CCOB(O)[C@H](O)OC[C@H](NOC#N)C(F)(F)c1cccc(C(F)(F)F)c1.O=[N+]([O-])c1ccccc1.O=[N+]([O-])c1ccccc1.O=[N+]([O-])c1ccccc1.O=[N+]([O-])c1ccccc1

---

Record 4
DFT (the ωB97M-V functional and the def2-TZVPD basis) results for one molecule with the formula C16H19N3OS2.

Last column: Mulliken charge in e.
Element x y z (Å)
C  -1.448  -1.566  -2.047  -1.4090
C  -0.174  -1.687  -1.211  0.8951
C  -0.408  -2.722  0.002  -1.6736
C  0.718  -2.779  0.731  -1.2183
C  1.908  -2.046  0.381  0.6411
C  3.108  -2.060  1.427  -2.1016
C  1.917  -0.961  -0.529  0.5881
N  2.976  0.026  -0.669  0.2755
C  3.465  0.826  0.022  -0.1954
S  4.951  1.788  -0.135  -0.3625
N  2.782  1.070  1.471  -0.6803
N  1.509  0.825  1.554  0.3725
C  0.572  1.431  0.638  0.4422
O  1.122  2.304  -0.400  -0.7369
C  -0.826  1.117  0.850  0.8116
C  -1.251  0.022  1.431  -0.6632
S  -3.004  -0.161  1.578  -0.2422
C  -3.087  1.172  0.367  1.3895
C  -4.502  1.373  -0.116  -1.9082
C  -1.957  1.717  0.204  -0.9780
C  -1.808  3.006  -1.135  -1.0537
C  0.938  -0.768  -1.399  -1.6748
H  -1.349  -2.123  -3.009  0.3531
H  -2.522  -1.793  -1.555  0.2810
H  -1.563  -0.610  -2.282  0.3998
H  -1.191  -3.222  -0.137  0.9497
H  0.717  -3.404  1.375  1.0886
H  3.040  -2.816  1.878  1.0235
H  2.934  -1.203  2.158  0.3290
H  4.014  -2.017  0.775  0.2827
H  3.361  -0.004  -1.813  0.3802
H  3.236  1.838  1.817  0.2388
H  1.140  0.180  2.157  0.1874
H  -0.594  -0.597  2.152  0.2362
H  -4.402  1.273  -1.242  0.2978
H  -5.174  0.868  0.140  0.8120
H  -4.703  2.417  -0.110  0.3498
H  -0.685  3.109  -1.097  0.2808
H  -2.292  2.426  -1.838  0.4442
H  -2.267  3.862  -0.485  0.3049
H  0.798  -0.109  -1.902  1.2426

Properties
Kohn-Sham gap ... 7.45 eV
LUMO level ... -0.360 eV
Energy above the lowest of the compared OMol25 structures with the same formula, charge and spin ... 1476.3 kJ/mol
F_max ... 19.563 eV Å⁻¹
E_tot ... -1656.4379 Eh
Structure (SMILES) ... Cc1ccc(C)c(NC(=S)NNC(=O)c2csc(C)c2C)c1